[1]
The following is a quantum chemistry calculation of 4 unconnected molecules or ions with the total composition C8H20ClNO2P, from OMol25.

The geometry in XYZ format:
```
33
Properties=species:S:1:pos:R:3:forces:R:3:mulliken_charge:R:1
C -2.40336 0.45385 0.22098 0.7 1.4 -0.8 -2.01
O -0.67584 2.11228 2.53008 -0.1 0.4 -1.4 -0.49
H 1.05670 -1.42188 3.77762 -0.6 -0.4 -0.1 0.39
C -1.85316 -1.87254 0.22625 2.3 -1.1 1.3 -1.78
P 0.05099 1.66108 1.06909 -1.2 1.7 0.8 0.08
C 0.91554 0.90913 -2.12895 2.3 0.6 5.0 -0.02
N -0.27048 -0.08160 1.05308 -0.9 -2.9 2.0 0.42
H 1.21647 2.78297 -2.99184 -0.6 0.7 -0.4 0.35
H 2.43516 -2.25367 1.09377 -0.4 1.2 -0.9 0.41
C 0.63571 -1.16009 1.70311 -1.1 -0.3 -3.3 0.32
H 1.47507 -1.48023 -0.35638 -0.5 -1.4 0.0 0.31
H 2.34774 2.31365 -1.75934 1.1 0.8 1.3 0.33
C 0.99431 -0.64146 3.01921 3.9 0.2 3.4 -1.52
H -2.81831 -1.88216 -0.20231 -0.9 0.1 -0.3 0.46
H -1.79208 -2.52047 1.10317 -0.4 -0.2 -0.1 0.42
H -0.00685 -2.07433 1.71093 0.5 0.9 0.5 0.39
H -2.25092 1.44420 0.61338 -0.4 0.2 0.2 0.36
H 0.13610 0.72721 -2.71239 -3.4 -1.5 -3.1 0.56
H 0.49699 0.19740 3.55567 -0.2 -0.6 -1.1 0.33
Cl 1.91100 1.74308 1.72368 1.3 0.6 -0.2 -0.15
C 1.79245 -1.42699 0.67279 0.2 1.2 1.8 -1.18
H -1.72968 -0.46403 -6.59168 -0.8 -3.8 2.4 0.01
H -2.45137 0.54074 -0.85291 0.6 0.1 -0.8 0.42
H 2.12240 -0.35762 3.04699 -1.9 -0.3 -0.3 0.42
H -0.97168 3.05680 2.43350 0.3 -1.2 0.2 0.36
C 1.81645 1.99684 -2.59902 -0.1 -1.4 0.2 -1.15
H 2.20107 -0.39940 0.54849 1.1 -1.2 0.7 0.28
H -1.89961 -1.29331 -6.06491 0.8 3.8 -2.4 -0.01
H -3.36388 0.08067 0.33505 -1.9 -0.5 1.2 0.59
H -1.10267 -2.27360 -0.44674 0.0 -0.3 -0.4 0.42
H 2.52202 1.70340 -3.36477 0.0 -0.3 -0.3 0.36
O 0.86234 0.40818 -0.96836 0.8 1.7 -4.3 -0.41
C -1.39864 -0.52807 0.60275 -0.5 2.1 -0.8 1.72
```
Forces are in eV/Å.

## Properties
Kohn-Sham gap ... 9.431 eV
Lowest unoccupied orbital energy ... -3.57 eV
E ... -36007.4658 eV
Highest occupied orbital energy ... -12.996 eV
Relative energy (zero: lowest compared OMol25 entry of this formula, charge and spin) ... 35.0 kcal per mole
Net charge ... +1



[2]
The following is a quantum chemistry calculation of a molecular structure, C8H20ClOV2, from OMol25.

The geometry in XYZ format:
```
32
Properties=species:S:1:pos:R:3:forces:R:3:lowdin_spin:R:1
V 0.03605 0.05127 0.12694 -1.4 -1.4 2.8 1.98
H -2.14233 0.38803 3.79907 -0.3 -0.4 -0.3 0.00
H -0.87455 -1.99335 3.78406 -0.5 0.0 -0.3 0.00
C -1.62821 -0.96755 1.07518 0.8 -0.3 0.2 -0.16
H 0.13286 -1.39752 5.08760 0.0 -0.1 -0.2 0.00
C -0.68002 1.15671 -1.61451 2.2 -0.2 0.2 -0.15
H 3.12315 0.50448 -2.89683 -0.1 0.1 -0.1 0.01
H 0.87813 -1.98622 3.60147 0.0 0.0 -0.1 0.00
H 2.28211 1.56855 -4.03677 0.2 0.4 -0.7 0.00
H -1.15790 1.83733 3.61103 0.0 0.0 -0.1 0.00
H -1.50331 -2.01160 0.90706 -0.3 -0.9 -0.6 -0.01
H -1.07773 0.88717 5.09488 -0.1 0.0 -0.2 0.00
H 1.33914 1.70868 3.44991 0.0 0.3 -0.1 0.00
H -0.34888 -0.46619 -5.00635 -0.1 0.2 -0.7 0.00
C -0.41318 -0.91238 -4.02691 0.1 -0.8 -0.4 -0.02
C 2.27003 1.18187 -3.03333 0.8 -0.2 0.1 -0.02
H -1.46918 -1.01505 -3.75093 0.1 0.2 0.1 0.00
H -1.69157 1.02458 -1.86980 -1.4 0.2 -0.1 -0.01
H 2.38297 2.01095 -2.32538 -0.1 0.0 -0.1 0.00
C 1.32210 0.70355 3.84154 0.4 0.2 0.8 0.00
C 0.02188 -1.43973 3.99530 0.8 1.0 0.5 0.00
O 0.06500 0.03759 2.01695 3.2 2.1 0.1 0.01
H 1.39643 0.74104 4.91962 0.3 0.1 0.5 0.00
H -0.26946 2.12895 -1.34328 -0.5 0.6 -0.1 0.00
H -2.49128 -0.49709 0.74061 -1.9 0.4 -1.1 -0.01
C -1.18076 0.82061 4.00244 1.3 0.1 0.5 0.00
C 0.05457 0.03028 3.47959 -1.5 -0.9 -1.9 0.00
V 0.53367 0.28253 -2.77978 -1.0 -0.4 2.1 1.33
Cl 1.21569 -1.41197 -1.30137 0.1 0.1 0.0 0.05
H -1.48996 -0.77450 2.13449 -1.2 -0.6 -0.8 0.00
H 0.02171 -1.92049 -4.06769 -0.1 0.2 -0.1 0.01
H 2.16554 0.15908 3.44716 0.3 -0.2 -0.1 0.00
```
Forces are in eV/Å.

## Properties
Kohn-Sham gap (alpha / beta) ... 7.489 / 7.980 eV
Lowest unoccupied orbital energy (alpha / beta) ... -0.37 / 0.10 eV
E ... -74560.2735 eV
⟨S²⟩ ... 3.94
Highest occupied orbital energy (alpha / beta) ... -7.859 / -7.877 eV
Multiplicity ... 4



[3]
The following is a quantum chemistry calculation of a molecular structure, C8H20N6OTi, from OMol25.

The geometry in XYZ format:
```
36
Properties=species:S:1:pos:R:3:forces:R:3:lowdin_spin:R:1
H -2.71740 -2.51599 1.51803 0.0 0.0 0.0 0.00
N 2.04445 0.10711 1.22318 0.7 -0.1 0.1 0.01
N -1.86218 -0.13578 -0.82884 -0.3 0.0 0.4 0.02
Ti 0.15653 -0.02600 0.23275 -0.1 -0.5 -0.6 1.82
N -0.71998 -1.72241 1.35737 -0.6 0.0 -0.1 0.02
C -2.20437 -1.60780 1.20244 0.1 0.1 0.1 0.01
H -2.53854 -0.80979 1.86350 0.0 0.0 0.0 0.00
H 2.83483 -1.14521 -0.25551 0.0 0.0 0.0 0.00
H 1.48842 -1.99310 -1.66362 0.1 0.0 0.0 0.00
H 4.87711 1.51180 4.31207 0.0 0.0 -0.1 0.00
H -3.62634 1.07654 -0.75166 0.0 0.0 0.0 0.00
H -0.50268 -1.81197 2.34513 0.0 0.1 0.1 0.00
C 2.33610 0.79786 2.31624 -0.2 0.1 0.1 0.02
H -1.82434 -0.29932 -1.82797 0.0 0.0 0.0 0.00
H 1.53128 1.33660 2.80169 0.0 0.0 0.0 0.00
H -2.32765 -2.18448 -0.85296 0.0 0.0 0.0 0.00
C -2.18225 1.89974 0.60878 0.3 -0.1 0.1 0.01
H -3.66015 -1.18512 -0.30922 0.0 0.0 0.0 0.00
C 4.31461 -0.55557 1.18172 0.2 -0.1 0.0 0.00
H -2.57950 1.37137 1.47306 0.0 0.0 0.0 0.00
O 0.63941 -1.57735 -1.47210 0.1 0.2 0.2 0.02
H 5.10575 -1.11962 0.70074 0.1 0.0 0.1 0.00
C 3.04139 -0.58199 0.63974 0.1 0.1 0.2 0.02
H 0.10429 -1.77252 -2.24970 -0.1 0.0 0.0 0.00
N -0.68442 1.96003 0.77023 -0.5 0.2 -0.3 0.02
H -0.33414 2.65708 0.11257 0.0 0.0 -0.1 0.00
N 4.62495 0.12911 2.26969 -0.1 -0.1 -0.2 0.01
H -0.46462 2.37202 1.67305 -0.1 -0.1 0.1 0.00
H -0.41852 -2.60616 0.95352 0.1 0.0 -0.1 0.00
H -2.61343 2.89945 0.60608 0.0 0.0 0.0 0.00
N 3.93308 1.52064 3.96052 0.0 0.0 -0.1 0.00
C -2.57890 -1.31835 -0.23939 0.0 0.3 -0.2 0.01
C -2.54329 1.18999 -0.68317 0.1 -0.2 0.1 0.01
H -2.23076 1.80624 -1.52715 0.0 0.0 0.0 0.00
H 3.25614 2.08403 4.44152 0.0 0.0 0.0 0.00
C 3.64174 0.82015 2.85236 0.0 0.1 0.3 0.00
```
Forces are in eV/Å.

## Properties
Kohn-Sham gap (alpha / beta) ... 8.018 / 8.547 eV
Lowest unoccupied orbital energy (alpha / beta) ... -6.15 / -6.19 eV
E ... -42711.5519 eV
⟨S²⟩ ... 2.00
Highest occupied orbital energy (alpha / beta) ... -14.167 / -14.734 eV
Relative energy (zero: lowest compared OMol25 entry of this formula, charge and spin) ... 0.0 kcal per mole
Multiplicity ... 3
Net charge ... +2



[4]
The following is a quantum chemistry calculation of C8H20NPS in the gas phase, from OMol25.

The geometry in XYZ format:
```
31
Properties=species:S:1:pos:R:3:forces:R:3:mulliken_charge:R:1
H -0.07446 -2.03196 -1.29927 0.0 -1.8 -0.3 0.27
H -3.74869 -1.13198 -1.63589 0.6 1.7 0.7 0.28
H -1.79020 1.25365 1.26317 0.7 0.0 1.5 0.61
H 1.55925 0.90978 1.48511 -0.5 0.9 -0.3 0.36
H 3.08694 0.82133 -1.65121 0.7 -0.7 0.0 0.31
C 3.27199 -0.20409 -1.26194 -0.7 0.2 1.4 -1.48
C -3.29103 -0.14044 -1.23365 -1.1 -2.2 -1.1 -1.49
H 3.57000 0.69029 2.01136 0.3 0.0 1.1 0.39
H 0.78457 -0.66933 -1.71945 0.4 -0.1 -0.7 0.22
P -0.00665 -0.54248 0.36036 -1.2 3.2 -0.5 0.51
C 3.94009 0.51884 1.02879 -0.2 0.8 -2.1 -1.32
H -2.47985 0.11213 -1.88533 0.6 -0.1 -0.4 0.42
N 0.00014 -1.06143 -1.24628 -0.2 1.9 1.0 -0.55
H -3.63433 0.17702 2.27627 -0.9 -0.3 -1.9 0.31
C -4.00265 0.17897 1.17174 -0.6 2.4 0.3 -1.35
H -4.18599 1.34116 0.92812 0.3 -2.3 0.6 0.30
H 1.54072 1.43556 -0.35304 -0.6 0.1 0.8 0.38
H 2.80670 -0.93624 -1.89684 -0.5 -0.3 -0.3 0.40
H 4.98307 0.11354 0.97310 -1.2 -0.3 0.3 0.36
C 2.77141 -0.21875 0.22737 2.0 0.9 -0.7 0.40
H 4.30063 -0.52816 -1.17309 0.4 0.5 -0.6 0.45
H -2.44810 -1.25834 0.52881 -1.1 1.0 -0.8 0.14
C 1.49112 0.65839 0.42540 0.2 -3.2 0.3 -0.85
C -2.84003 -0.23450 0.18865 0.3 -1.1 1.9 0.84
C -1.58579 0.66178 0.40120 0.2 -1.7 0.0 -1.30
H 4.07641 1.53983 0.54317 -0.4 -1.0 0.6 0.29
H -5.08720 -0.27697 1.03659 2.6 0.4 0.3 0.30
H 2.69982 -1.26514 0.56778 -0.3 0.5 0.1 0.30
H -4.01021 0.66057 -1.32674 -0.4 0.2 -0.1 0.39
S -0.15131 -2.01671 1.59480 0.3 0.1 0.3 -0.40
H -1.54635 1.44371 -0.32904 0.5 0.2 -1.1 0.51
```
Forces are in eV/Å.

## Properties
Kohn-Sham gap ... 9.568 eV
Lowest unoccupied orbital energy ... 0.80 eV
E ... -30234.4159 eV
SMILES string ... CC(C)CP(N)(=S)CC(C)C
Highest occupied orbital energy ... -8.766 eV
Relative energy (zero: lowest compared OMol25 entry of this formula, charge and spin) ... 0.0 kcal per mole